Below is C31H43N7O2V as an isolated structure in a non-equilibrium geometry, with properties calculated with ωB97M-V/def2-TZVPD.

XYZ file:
```
84
C31H43N7O2V, DFT ωB97M-V/def2-TZVPD
O -20.6371 -3.7118 17.4401
V -21.5999 -3.6590 18.7206
O -22.9853 -3.0705 18.2410
N -19.8905 -4.5036 20.0253
C -18.9208 -5.1736 19.3808
C -17.7381 -5.5639 19.9886
C -17.5397 -5.2550 21.3209
C -18.5663 -4.6107 22.0011
C -19.7056 -4.2498 21.3210
H -19.1405 -5.3765 18.3399
H -16.9770 -6.0351 19.3823
H -16.6266 -5.5380 21.8259
H -18.4580 -4.3393 23.0428
H -20.5219 -3.7654 21.8409
N -20.7417 -1.7814 19.5404
C -19.5323 -1.4429 19.0879
C -18.8921 -0.2918 19.4829
C -19.5253 0.5546 20.3759
C -20.7882 0.2215 20.8220
C -21.3562 -0.9584 20.3838
H -19.0629 -2.1284 18.3945
H -17.9341 -0.0408 19.0515
H -19.0179 1.4512 20.7072
H -21.3307 0.8032 21.5538
H -22.3710 -1.2274 20.6506
N -22.1822 -5.7702 18.4674
C -22.5812 -6.2463 17.2963
C -22.9778 -7.5551 17.1189
C -22.9929 -8.3984 18.2106
C -22.5639 -7.9018 19.4379
C -22.1243 -6.6064 19.5049
H -22.6050 -5.5460 16.4709
H -23.2746 -7.8959 16.1381
H -23.2832 -9.4347 18.0974
H -22.4908 -8.5350 20.3111
H -21.7386 -6.2034 20.4294
C -27.1668 -1.8884 16.9472
C -26.1677 -1.9238 18.0997
C -26.2384 -3.2138 18.8984
C -25.9377 -4.3776 18.0694
N -25.6490 -5.2908 17.4356
H -27.2161 -0.8865 16.5260
H -28.1545 -2.1910 17.2991
H -26.8698 -2.5657 16.1448
H -26.3471 -1.0661 18.7507
H -25.1521 -1.7957 17.7169
H -27.2265 -3.3495 19.3448
H -25.4938 -3.2208 19.6997
C -24.2656 -3.5607 14.7392
C -25.5337 -3.5133 13.8909
C -25.3721 -4.1385 12.5068
C -24.3831 -3.4238 11.6949
N -23.6298 -2.8379 11.0525
H -24.4948 -3.5846 15.8017
H -23.6414 -2.6831 14.5582
H -23.6530 -4.4335 14.4954
H -25.9005 -2.4895 13.7755
H -26.3488 -4.0278 14.4085
H -26.3042 -4.1286 11.9377
H -25.0681 -5.1842 12.5923
C -25.6398 -6.1151 21.3652
C -25.6688 -4.9897 22.3955
C -24.2684 -4.5711 22.8584
C -23.4256 -4.1693 21.7420
N -22.8139 -3.8322 20.8356
H -25.2278 -5.7677 20.4142
H -26.6524 -6.4606 21.1630
H -25.0462 -6.9618 21.7118
H -26.2263 -5.2946 23.2818
H -26.1869 -4.1145 21.9976
H -23.7840 -5.3923 23.3936
H -24.3098 -3.7464 23.5738
C -20.2841 -2.0040 13.9957
C -20.0311 -3.1871 13.0780
C -20.1483 -2.8161 11.5998
C -18.8961 -2.2584 11.0825
N -17.9207 -1.8083 10.6852
H -19.7432 -1.1286 13.6274
H -19.9580 -2.2118 15.0142
H -21.3350 -1.7124 14.0640
H -20.6867 -4.0282 13.3114
H -19.0184 -3.5495 13.2756
H -20.9074 -2.0434 11.4692
H -20.4466 -3.6607 10.9828
```

Computed properties:
LUMO level, Eh: -0.10813
Energy above the lowest of the compared OMol25 structures with the same formula, charge and spin, kJ/mol: 0.0
Frontier orbital gap, hartree: 0.350
2S+1: 1
Total energy, a.u.: -2684.69255
Charge: +1

Below is a 4-piece molecular cluster, C31H44BrF3I3N6O9S overall in a non-equilibrium geometry, with properties calculated with ωB97M-V/def2-TZVPD.

XYZ file:
```
98
C31H44BrF3I3N6O9S, DFT ωB97M-V/def2-TZVPD
C 4.8134 0.6674 2.4310
O 3.4218 0.4193 2.2721
C 2.8939 0.9470 1.0854
C 1.4778 0.4500 1.0001
O 1.4615 -0.9966 0.8344
C 2.5728 -1.6014 0.5688
N 3.5507 -2.1485 0.3283
C 0.7245 0.7188 2.3518
C 0.3689 -0.5324 3.1519
C -0.7772 -1.4789 2.7375
C -0.3732 -2.9288 2.4596
S 0.4744 -3.6930 3.8219
O 0.2847 -2.9348 5.0102
O 0.1178 -5.0690 3.8391
O 1.9998 -3.5733 3.3933
C -0.3031 1.8790 2.3335
Br -2.1947 1.4127 2.1892
I -0.1819 2.6857 4.3743
C 0.1761 2.9082 1.2990
C -0.3437 4.3665 1.5018
F -0.2869 5.1307 0.3940
F 0.4905 4.9492 2.3926
F -1.6024 4.3974 1.9704
N 0.2054 2.4074 -0.1615
I 1.7526 3.6220 -1.0986
C -1.1244 2.5029 -0.8807
C -1.7464 3.8274 -1.3998
O -2.6842 4.2540 -0.8192
I -1.2520 4.8069 -3.2369
C 0.6410 0.9187 -0.2590
C 1.3941 0.5225 -1.5163
C 0.8458 0.6017 -2.9361
O 0.4872 1.9198 -3.3622
C -0.3009 1.8657 -4.5152
C -1.7405 1.5247 -4.3131
O 0.1903 2.1019 -5.5692
O -0.5602 0.1654 -0.0195
C -0.9864 -0.6903 -0.8858
N -1.2821 -1.4922 -1.6483
H 5.1603 1.4848 1.8015
H 5.3750 -0.2235 2.1650
H 5.0138 0.9203 3.4641
H 2.9650 2.0370 1.1217
H 3.5122 0.6318 0.2424
H 1.5163 1.1517 2.9544
H 0.1462 -0.1899 4.1567
H 1.2745 -1.1111 3.2885
H -1.3412 -1.1598 1.8722
H -1.4885 -1.5282 3.5542
H 0.1828 -3.0426 1.5355
H -1.2832 -3.5078 2.3442
H 2.0724 -3.8730 2.4688
H 1.2223 3.0076 1.5692
H -1.1028 1.8339 -1.7328
H -1.9003 2.1207 -0.2292
H 1.5761 -0.5481 -1.4299
H 2.3997 0.9198 -1.5179
H 1.6472 0.2253 -3.5708
H 0.0195 -0.0725 -3.1105
H -1.8447 0.6288 -3.7057
H -2.2664 2.3458 -3.8365
H -2.1918 1.3341 -5.2761
C 4.5769 -4.7780 -1.8862
C 4.2354 -6.2636 -1.8735
C 2.7579 -6.5280 -1.5639
C 2.3851 -6.1313 -0.2102
N 2.0835 -5.8071 0.8490
H 4.4298 -4.3252 -0.9048
H 5.6188 -4.6273 -2.1686
H 3.9529 -4.2432 -2.6058
H 4.8663 -6.7794 -1.1479
H 4.4561 -6.6956 -2.8501
H 2.5380 -7.5904 -1.6817
H 2.1123 -5.9907 -2.2660
C -4.3979 9.2508 2.1354
C -3.4456 8.0609 2.1103
C -4.1557 6.7257 2.3583
C -4.7031 6.6281 3.7097
N -5.1145 6.5502 4.7776
H -4.8553 9.3713 3.1178
H -3.8657 10.1719 1.9013
H -5.1957 9.1292 1.4010
H -2.6611 8.2026 2.8558
H -2.9553 8.0094 1.1356
H -3.4591 5.9010 2.2152
H -4.9610 6.5874 1.6349
C -3.1768 -6.3489 -2.9479
C -2.7680 -4.9100 -2.6535
C -1.8230 -4.3309 -3.7117
C -0.5223 -4.9953 -3.7217
N 0.5087 -5.4981 -3.6895
H -2.3164 -7.0189 -2.9278
H -3.8896 -6.7027 -2.2045
H -3.6483 -6.4296 -3.9285
H -2.2949 -4.8551 -1.6716
H -3.6579 -4.2799 -2.6145
H -1.6523 -3.2723 -3.5153
H -2.2710 -4.4060 -4.7041
```

Computed properties:
LUMO level, Eh: -0.23304
Frontier orbital gap, hartree: 0.238
2S+1: 1
Total energy, a.u.: -6377.73491
Charge: +1

Number 1: HOMO -12.461 eV. Number 2: HOMO -12.817 eV.